DFT (wB97M-V/def2-TZVPD) results for 9 unconnected molecules or ions with the total composition C4H26N8O9 in a non-equilibrium geometry.

```
47
Properties=species:S:1:pos:R:3:forces:R:3:mulliken_charge:R:1
O 4.436789 0.462289 -1.472077 1.08 0.11 -0.36 -0.689
H 3.886959 0.745579 -0.741547 -0.47 -0.05 0.15 0.400
H 3.881439 -0.135291 -1.972777 -0.44 0.22 0.15 0.328
O 0.160889 0.650869 -0.765757 -0.30 0.49 0.08 -0.338
H -0.506031 0.062529 -0.411787 -0.19 0.02 0.16 0.221
H 0.985399 0.180279 -0.643447 0.42 -0.25 -0.18 0.189
O -0.126101 3.620999 -0.158967 0.02 0.51 0.20 -0.653
H 0.198269 2.726979 -0.050587 0.02 -0.50 -0.07 0.355
H -0.404021 3.666199 -1.073817 -0.07 -0.02 -0.17 0.286
O 2.650129 1.419999 0.596733 0.18 -0.06 -0.27 -0.629
H 3.371849 1.915349 0.984013 0.18 0.34 0.13 0.274
H 2.082039 1.205469 1.336653 -0.32 -0.10 0.25 0.275
O -0.117241 0.339359 -3.648067 -0.13 -0.32 -0.62 -0.642
H -0.687661 0.923029 -3.147897 -0.03 0.13 0.26 0.311
H 0.755159 0.484649 -3.281947 0.14 0.04 0.27 0.319
C -2.655871 0.511449 2.538893 -0.29 -3.05 -0.57 0.903
O -2.244411 1.431159 1.925523 1.17 3.18 -2.81 -0.658
N -2.938271 -0.707761 2.004213 -0.41 -0.55 0.14 -0.284
N -2.832141 0.563789 3.827993 -0.52 0.59 3.44 -0.496
H -2.915821 -0.875781 1.008543 -0.10 -0.25 0.68 0.168
H -3.232621 -1.382451 2.695763 0.03 -0.45 -0.98 0.162
H -2.540141 1.442299 4.231803 -0.21 -0.38 0.32 0.233
H -3.226121 -0.179381 4.387073 0.27 0.41 -0.06 0.133
C 1.323199 -1.233991 2.402683 -2.88 0.13 0.34 0.471
O 0.361239 -1.120761 3.152793 -0.48 -0.62 -0.39 -0.672
N 1.366699 -1.671451 1.132263 -1.75 -1.19 -0.84 -0.289
N 2.505149 -0.834991 2.712373 4.39 1.49 1.48 -0.342
H 0.485639 -2.013281 0.775913 0.50 0.11 -0.44 0.228
H 2.160439 -1.421211 0.560023 -0.71 -0.32 -0.55 0.126
H 3.171229 -0.976641 1.966463 0.71 0.49 1.04 0.187
H 2.698299 -0.379471 3.592883 0.13 -0.22 -0.34 0.201
C -4.561341 1.667079 -1.089127 0.43 -0.87 -4.36 0.559
O -5.137511 2.219799 -2.033367 0.23 -1.09 0.18 -0.706
N -4.514261 2.150369 0.075933 -1.14 3.16 4.72 -0.330
N -3.789721 0.543019 -1.125377 0.18 -1.57 -1.41 -0.320
H -3.875721 1.808489 0.779833 -0.03 0.65 0.14 0.192
H -4.968461 3.052409 0.087183 0.30 -0.01 0.87 0.177
H -3.612051 0.111989 -2.021337 0.13 0.03 0.38 0.208
H -3.234031 0.342659 -0.306127 0.03 0.10 -0.74 0.087
C 2.543639 -2.286851 -2.037007 1.50 0.78 -1.32 0.741
O 2.313999 -1.245861 -1.463487 -1.97 1.29 1.15 -0.588
N 3.813979 -2.576711 -2.265437 2.91 -2.33 -0.65 -0.441
N 1.681839 -3.085011 -2.658627 -2.18 -0.58 0.38 -0.409
H 4.607969 -1.970901 -2.114877 -0.55 0.18 0.49 0.168
H 4.056089 -3.542391 -2.435527 0.09 0.22 -0.22 0.166
H 1.903529 -3.774961 -3.362137 0.11 0.36 0.31 0.191
H 0.717679 -2.832951 -2.494457 0.02 -0.26 -0.36 0.228
```
Forces are in eV/Å.

Values from the calculation:
relative energy (zero: lowest compared OMol25 entry of this formula, charge and spin) = 2.5361 eV
E_LUMO = 0.0 eV